[1]
{
  "formula": "H36O18",
  "method": "the ωB97M-V functional and the def2-TZVPD basis",
  "species": ["O", "H", "H", "O", "H", "H", "O", "H", "H", "O", "H", "H", "O", "H", "H", "O", "H", "H", "O", "H", "H", "O", "H", "H", "O", "H", "H", "O", "H", "H", "O", "H", "H", "O", "H", "H", "O", "H", "H", "O", "H", "H", "O", "H", "H", "O", "H", "H", "O", "H", "H", "O", "H", "H"],
  "coordinates": [[-2.980563, 5.494924, 2.150942], [-3.413573, 5.479254, 1.326236], [-2.250345, 4.798040, 2.232212], [5.111958, -2.090501, -3.147355], [5.347015, -1.166755, -2.879599], [4.395455, -2.219064, -2.579053], [-4.752648, 3.965358, -0.413734], [-4.785165, 3.411657, 0.407703], [-4.679928, 3.244396, -1.073234], [2.949046, -2.062975, 0.038886], [3.339350, -1.028552, 0.206765], [3.173112, -2.469993, 0.888456], [0.041270, -1.042288, -2.877658], [0.070885, -1.907671, -3.277830], [0.676290, -1.115044, -2.165412], [3.123449, -3.860575, 2.663202], [2.725433, -4.727605, 2.488790], [2.744879, -3.152710, 3.022337], [2.726405, -0.757229, -3.949338], [2.084976, -0.818299, -4.833424], [3.801640, -0.730522, -4.019730], [1.016612, -4.622153, -2.886089], [1.665774, -4.830878, -3.598546], [1.635174, -4.752960, -2.175582], [-1.937886, -1.457440, 4.996168], [-1.577933, -2.137312, 5.515587], [-1.256001, -1.144706, 4.432845], [1.975737, 4.029915, -0.064397], [2.086830, 3.271495, -0.652402], [1.343506, 4.561818, -0.663465], [-0.850428, 2.129041, -3.749913], [-0.199693, 1.528302, -3.306478], [-0.294303, 2.893790, -3.911779], [1.089259, -0.582471, 4.381197], [1.090626, 0.329851, 4.145801], [0.385455, -1.013312, 4.030047], [-2.578947, -3.177465, -0.931940], [-3.025805, -3.713834, -1.430942], [-2.162752, -2.528844, -1.571324], [-1.190988, -3.376664, 1.284488], [-1.520613, -3.572735, 0.357179], [-1.899187, -2.709694, 1.707647], [-1.409083, 1.521600, 3.651264], [-1.876747, 1.308607, 4.362651], [-0.935962, 2.239813, 4.024861], [1.821242, 3.918303, -3.136444], [1.255569, 3.473858, -3.583075], [2.684158, 3.923864, -3.373467], [-4.051122, -0.564679, 2.010737], [-4.282770, 0.300668, 2.095435], [-3.182607, -0.478875, 1.491052], [-0.388695, 2.597600, 0.095537], [0.252507, 2.786188, 0.815956], [-1.132212, 2.169339, 0.619363]],
  "forces_ev_per_a": [[2.24, -1.07, 2.50], [-0.36, -0.53, -1.76], [-1.90, 1.56, -0.85], [2.02, 2.15, -0.87], [0.35, -1.16, -0.37], [-2.16, -0.91, 1.49], [0.07, -1.80, 0.73], [-0.05, 1.02, -0.76], [0.01, 0.83, 0.10], [1.83, 4.68, 0.68], [-1.74, -4.45, -0.79], [-0.05, -0.35, -0.01], [-0.55, 0.34, 0.10], [0.08, -0.50, -0.27], [0.36, 0.05, 0.24], [4.20, -4.62, -3.11], [-0.72, 1.33, 0.64], [-3.54, 3.48, 2.47], [0.57, 0.13, -2.24], [3.57, 0.34, 3.22], [-4.29, -0.52, -1.10], [1.09, -0.31, -1.36], [-1.12, 0.31, 0.07], [-0.02, 0.13, 1.27], [-1.83, 1.08, -0.37], [0.83, -1.39, 1.06], [0.65, 0.39, -0.58], [-1.44, 1.09, -1.61], [0.18, -0.09, 0.13], [1.41, -0.98, 1.53], [1.25, -0.74, 0.57], [-1.07, 0.22, -0.42], [-0.58, 0.31, -0.22], [3.72, 0.69, 2.21], [-0.40, 0.79, -0.46], [-2.93, -1.56, -1.96], [4.53, 6.08, 2.66], [-4.16, -5.02, -4.41], [-0.55, -0.96, 1.18], [-2.17, 1.90, 0.79], [0.14, 0.62, 1.59], [2.28, -2.53, -1.73], [2.61, 0.80, -4.60], [-3.77, -2.24, 4.60], [1.15, 1.39, -0.02], [1.42, 5.19, 6.81], [-4.73, -4.69, -5.00], [3.64, -0.43, -1.71], [3.27, -3.38, -1.78], [-1.33, 3.87, 0.63], [-1.90, -0.48, 1.12], [-1.08, -0.84, 2.05], [-0.23, 0.11, -0.90], [1.20, 0.68, -1.17]],
  "mulliken_charge": [-0.6358, 0.3212, 0.3146, -0.6767, 0.3252, 0.3490, -0.6260, 0.3135, 0.3172, -0.6451, 0.3390, 0.3211, -0.6028, 0.2860, 0.3016, -0.6436, 0.3216, 0.2977, -0.6164, 0.3132, 0.3279, -0.6160, 0.3121, 0.3058, -0.5955, 0.3074, 0.2816, -0.6738, 0.3098, 0.3363, -0.5915, 0.3022, 0.3439, -0.5591, 0.3007, 0.2712, -0.6188, 0.2480, 0.3307, -0.6797, 0.4362, 0.2865, -0.5488, 0.2640, 0.2903, -0.4725, 0.1362, 0.2740, -0.5695, 0.2662, 0.2983, -0.5935, 0.3515, 0.2635],
  "de_lowest_ev": 7.995,
  "e_homo_ev": -10.562,
  "e_tot_ev": -37434.5158
}



[2]
{
  "formula": "C6H11NO",
  "method": "the ωB97M-V functional and the def2-TZVPD basis",
  "species": ["C", "C", "C", "C", "C", "C", "O", "N", "H", "H", "H", "H", "H", "H", "H", "H", "H", "H", "H"],
  "coordinates": [[0.609275, -0.706848, -0.353130], [0.671847, -2.145105, 0.084666], [-0.051259, -0.434618, -1.675727], [0.459438, 1.668067, 0.641611], [-0.798243, 1.305918, 1.066190], [-1.077903, -0.060864, 1.108495], [-1.763153, 2.222793, 1.396625], [1.004160, 2.517417, -0.086065], [-1.552208, 3.060751, 0.961428], [1.580090, -0.232854, -0.263840], [2.022553, 2.568056, -0.018140], [-0.186808, 0.633253, -1.844141], [0.575578, -0.816957, -2.494066], [1.077443, -2.248400, 1.093357], [-0.306282, -2.628071, 0.050507], [1.344162, -2.704181, -0.580498], [-1.024071, -0.923102, -1.745293], [-2.111126, -0.360869, 0.949497], [-0.473492, -0.714387, 1.708524]],
  "forces_ev_per_a": [[-1.26, -0.18, 0.40], [0.05, -0.05, -0.07], [0.04, -0.03, -0.02], [-0.99, 0.53, 0.76], [0.61, 0.92, -0.58], [1.31, -0.98, -0.94], [0.30, -0.10, 0.27], [0.28, -0.36, -0.61], [0.03, -0.10, 0.00], [-0.14, 0.19, 0.22], [-0.10, 0.13, 0.29], [0.01, 0.01, 0.02], [-0.02, 0.03, 0.05], [-0.05, 0.03, -0.02], [0.03, 0.01, 0.00], [-0.04, 0.03, 0.01], [0.03, -0.01, 0.00], [0.09, -0.12, -0.15], [-0.18, 0.04, 0.36]],
  "mulliken_charge": [0.0279, -1.4066, -1.1495, 0.1180, 0.5789, -0.7895, -0.5085, -0.5678, 0.3275, 0.3683, 0.2484, 0.3447, 0.3833, 0.3734, 0.3229, 0.4201, 0.2862, 0.3190, 0.3032],
  "de_lowest_ev": 5.458,
  "e_homo_ev": [-7.210, -7.211],
  "e_tot_ev": -9932.9967
}



[3]
{
  "formula": "C28H40N5Y",
  "method": "the ωB97M-V functional and the def2-TZVPD basis",
  "species": ["Y", "C", "C", "C", "C", "C", "C", "C", "C", "C", "C", "C", "C", "C", "C", "C", "C", "C", "H", "H", "H", "H", "H", "H", "H", "H", "H", "H", "H", "H", "H", "H", "H", "H", "H", "H", "H", "H", "H", "H", "H", "H", "H", "H", "H", "H", "H", "C", "C", "N", "C", "C", "N", "C", "N", "N", "N", "C", "C", "C", "C", "C", "C", "H", "H", "H", "H", "H", "H", "H", "H", "H", "H", "H"],
  "coordinates": [[-0.095918, 0.304537, 0.632387], [2.771636, 1.516012, 2.020763], [1.546590, 1.860163, 2.577239], [1.002374, 2.997560, 1.707388], [1.951390, 3.210031, 0.723859], [3.084922, 2.370993, 0.923499], [4.386582, 2.427060, 0.182864], [4.581549, 3.768241, -0.525870], [4.318197, 1.297848, -0.877090], [5.561904, 2.145188, 1.127830], [-0.190585, 3.926368, 1.890834], [-1.532899, 3.194770, 1.808466], [-0.065248, 4.700356, 3.216729], [-0.217088, 4.981912, 0.773872], [1.151603, 1.300037, 3.947940], [1.912815, 2.160181, 4.985938], [1.640360, -0.148599, 4.098502], [-0.336762, 1.296022, 4.294475], [3.435741, 0.751594, 2.393127], [1.905587, 3.959218, -0.049475], [3.834348, 3.925312, -1.306262], [5.563476, 3.796730, -0.996781], [4.522169, 4.596370, 0.183129], [3.494817, 1.464377, -1.577031], [4.194891, 0.319485, -0.405615], [5.252379, 1.291979, -1.440838], [5.560022, 2.843789, 1.966603], [6.501426, 2.261275, 0.588306], [5.529956, 1.129195, 1.524711], [-1.621401, 2.370950, 2.517122], [-1.687104, 2.820930, 0.791237], [-2.346581, 3.890842, 2.020796], [-0.136849, 4.065005, 4.094739], [-0.871344, 5.433178, 3.277243], [0.885217, 5.234123, 3.258027], [-0.283647, 4.520444, -0.214735], [0.660949, 5.626738, 0.808768], [-1.095231, 5.614708, 0.905331], [2.988727, 2.073495, 4.834893], [1.672732, 1.811299, 5.992409], [1.642932, 3.212532, 4.912408], [2.722652, -0.238544, 4.037741], [1.190646, -0.803940, 3.333132], [1.346457, -0.528202, 5.076557], [-0.765837, 2.289985, 4.350237], [-0.464788, 0.845639, 5.278743], [-0.914801, 0.684978, 3.579848], [-2.606129, 1.016902, -2.591986], [-3.270440, 0.921203, -1.263557], [-2.663337, 0.770845, -0.092685], [-3.661969, 0.707453, 0.873320], [-4.862089, 0.833062, 0.268360], [-4.602339, 0.968020, -1.080796], [-5.604422, 1.184935, -2.131301], [-5.475325, 2.479162, -2.713369], [-5.128057, 2.600520, -4.034043], [-5.065746, 3.830841, -4.335353], [-5.369837, 4.588060, -3.210372], [-5.429958, 5.972678, -3.030222], [-5.721475, 6.427898, -1.766217], [-5.956207, 5.539295, -0.696938], [-5.913501, 4.172798, -0.864721], [-5.622776, 3.716658, -2.155024], [-1.530130, 0.892624, -2.472590], [-2.796858, 1.979586, -3.066446], [-2.973536, 0.244724, -3.268899], [-3.443960, 0.573336, 1.919759], [-5.863295, 0.822263, 0.665834], [-6.589753, 1.053215, -1.688084], [-5.474448, 0.466942, -2.938073], [-5.259872, 6.644708, -3.860349], [-5.777660, 7.491796, -1.578631], [-6.179303, 5.947881, 0.280075], [-6.101138, 3.500232, -0.037388]],
  "forces_ev_per_a": [[0.60, 3.11, 1.10], [0.53, -0.24, -1.24], [-2.25, -0.44, -0.66], [-1.01, -1.37, 0.58], [0.86, -0.52, -0.64], [-0.63, -0.14, 0.44], [-0.19, -0.61, -0.38], [-0.09, 0.01, 0.12], [0.26, 0.16, 0.00], [-0.11, 0.10, 0.05], [0.08, 0.27, 0.16], [0.17, 0.02, 0.05], [-0.08, -0.03, -0.06], [-0.01, -0.06, 0.04], [0.38, 0.42, 0.15], [-0.19, -0.20, 0.16], [0.02, 0.25, 0.04], [0.32, 0.06, 0.06], [0.04, 0.12, 0.10], [-0.06, 0.05, 0.08], [0.02, 0.01, 0.01], [-0.01, -0.01, -0.02], [0.03, 0.01, -0.03], [0.03, 0.04, -0.01], [0.05, 0.03, 0.02], [-0.05, -0.11, -0.09], [0.06, -0.01, -0.02], [0.00, -0.02, 0.01], [0.00, 0.02, 0.00], [-0.02, 0.01, -0.03], [-0.02, 0.08, -0.03], [-0.09, -0.08, -0.03], [0.03, 0.02, 0.00], [0.04, 0.03, 0.03], [-0.02, 0.00, 0.01], [0.01, 0.05, -0.02], [-0.01, -0.01, -0.04], [0.00, 0.00, -0.02], [-0.01, 0.00, 0.01], [0.07, 0.07, 0.03], [0.00, -0.03, 0.01], [-0.03, -0.06, -0.09], [-0.01, -0.09, -0.04], [-0.05, -0.08, -0.04], [-0.11, -0.04, -0.13], [-0.06, -0.11, -0.05], [-0.11, -0.04, -0.02], [-0.10, 0.02, 0.12], [0.04, -0.01, -0.25], [1.51, -0.71, 0.57], [0.13, -0.03, -0.03], [-0.06, -0.02, -0.05], [0.03, -0.08, 0.13], [-0.05, 0.23, -0.18], [0.02, -0.04, 0.00], [0.02, 0.08, 0.09], [-0.06, 0.06, 0.09], [0.07, -0.15, -0.09], [0.02, -0.01, -0.10], [-0.01, 0.06, 0.03], [0.04, -0.01, -0.06], [-0.02, -0.09, 0.02], [-0.01, 0.14, 0.12], [0.04, -0.01, -0.05], [0.03, 0.00, 0.00], [0.03, 0.00, -0.02], [-0.06, 0.05, 0.02], [0.02, 0.02, -0.04], [0.03, -0.07, 0.13], [0.01, -0.07, 0.02], [0.02, 0.00, 0.03], [-0.01, -0.02, -0.02], [-0.02, -0.02, -0.01], [-0.03, 0.02, -0.02]],
  "mulliken_charge": [1.6623, -0.5525, 0.7367, 0.1911, -0.6269, -0.9675, 2.0202, -1.7877, -1.5307, -1.6484, 2.0438, -1.3599, -1.7072, -2.2670, 1.7498, -1.6634, -1.5418, -1.6334, 0.2481, 0.5604, 0.3608, 0.4282, 0.4195, 0.3199, 0.3329, 0.4392, 0.3874, 0.4257, 0.3600, -0.1436, 0.1948, 0.6168, 0.3378, 0.4846, 0.3530, 0.4038, 0.4569, 0.4529, 0.3626, 0.4689, 0.3332, 0.3754, 0.2377, 0.4635, 0.2229, 0.6063, 0.1512, -1.2218, 0.5598, 0.1126, -0.6643, -0.5498, 0.2868, -1.0888, 0.7709, -0.5575, -0.4987, 0.2146, -0.7099, -0.5489, -0.6964, -0.6583, 1.2527, 0.1895, 0.2721, 0.3913, 0.4490, 0.4866, 0.4228, 0.3306, 0.4588, 0.4161, 0.4269, 0.3754],
  "de_lowest_ev": 3.410,
  "total_charge": 2,
  "e_homo_ev": [-13.375, -13.375],
  "e_tot_ev": -38160.9554
}